Arrangement 1

ORCA calculation (ωB97M-V/def2-TZVPD) on 2 unconnected molecules or ions with the total composition C20H23NO5.

HOMO energy (eV): -8.83
Kohn-Sham gap (eV): 7.76
LUMO energy (hartree): -0.039

CARTESIAN COORDINATES (ANGSTROEM)
O1 5.551 -2.457 -2.311
C1 4.435 -1.912 -2.449
N1 3.203 -2.703 -2.766
C2 2.040 -1.905 -3.203
O2 0.930 -2.249 -3.652
C3 2.519 -0.414 -2.906
C4 3.990 -0.384 -2.405
C5 4.736 0.904 -1.989
C6 3.934 2.250 -2.133
C7 2.453 2.302 -2.665
C8 1.766 0.951 -3.039
C9 0.240 0.846 -3.555
C10 -0.126 0.856 -5.058
C11 -1.653 0.698 -5.414
C12 -2.706 0.549 -4.256
C13 -2.321 0.542 -2.751
C14 -0.822 0.697 -2.401
H1 2.977 -3.166 -1.860
H2 5.803 0.851 -1.600
H3 4.395 3.264 -1.853
H4 1.897 3.302 -2.775
H5 0.670 0.934 -5.887
H6 -2.009 0.679 -6.509
H7 -3.802 0.401 -4.525
H8 -3.049 0.410 -1.883
H9 -0.477 0.705 -1.303
C15 -3.193 2.108 3.787
O3 -1.963 1.410 3.810
C16 -1.602 0.955 5.111
C17 -1.014 -0.453 5.055
O4 -1.959 -1.486 4.771
C18 -2.512 -1.517 3.454
C19 -1.513 -1.864 2.350
O5 -0.645 -0.765 2.094
C20 0.681 -1.156 1.791
H10 -3.066 3.111 4.208
H11 -3.511 2.196 2.744
H12 -3.971 1.566 4.332
H13 -2.464 0.959 5.788
H14 -0.848 1.646 5.502
H15 -0.622 -0.685 6.051
H16 -0.162 -0.509 4.376
H17 -3.050 -0.595 3.235
H18 -3.264 -2.312 3.477
H19 -2.054 -2.080 1.422
H20 -0.948 -2.757 2.646
H21 1.042 -1.920 2.488
H22 1.322 -0.279 1.892
H23 0.739 -1.526 0.763

***

Arrangement 2

ORCA calculation (ωB97M-V/def2-TZVPD) on 2 unconnected molecules or ions with the total composition C20H23NO5.

HOMO energy (eV): -9.26
Kohn-Sham gap (eV): 8.94
LUMO energy (hartree): -0.012

CARTESIAN COORDINATES (ANGSTROEM)
O1 5.417 -2.088 -2.362
C1 4.304 -1.697 -2.496
N1 3.195 -2.573 -2.761
C2 2.061 -1.785 -3.109
O2 1.019 -2.199 -3.496
C3 2.458 -0.354 -2.903
C4 3.780 -0.302 -2.507
C5 4.420 0.884 -2.203
C6 3.678 2.050 -2.329
C7 2.349 2.028 -2.751
C8 1.720 0.821 -3.043
C9 0.286 0.759 -3.457
C10 -0.086 0.770 -4.793
C11 -1.433 0.674 -5.117
C12 -2.389 0.572 -4.114
C13 -2.021 0.562 -2.777
C14 -0.672 0.661 -2.450
H1 3.022 -3.123 -1.924
H2 5.448 0.884 -1.877
H3 4.114 3.012 -2.104
H4 1.802 2.951 -2.851
H5 0.657 0.824 -5.573
H6 -1.748 0.670 -6.149
H7 -3.433 0.473 -4.377
H8 -2.738 0.464 -1.977
H9 -0.356 0.659 -1.417
C15 -3.218 2.228 3.921
O3 -2.004 1.510 3.929
C16 -1.685 0.934 5.185
C17 -1.091 -0.451 5.039
O4 -2.008 -1.461 4.650
C18 -2.499 -1.471 3.319
C19 -1.482 -1.845 2.261
O5 -0.567 -0.788 2.019
C20 0.742 -1.220 1.728
H10 -3.115 3.186 4.442
H11 -3.479 2.419 2.881
H12 -4.027 1.650 4.380
H13 -2.573 0.878 5.824
H14 -0.944 1.577 5.677
H15 -0.749 -0.754 6.031
H16 -0.213 -0.437 4.390
H17 -2.998 -0.534 3.069
H18 -3.262 -2.253 3.313
H19 -2.015 -2.061 1.326
H20 -0.953 -2.751 2.578
H21 1.077 -1.993 2.427
H22 1.403 -0.360 1.827
H23 0.805 -1.603 0.701

***

Stability, lowest: arrangement 1

***

Arrangement 1

ORCA calculation (ωB97M-V/def2-TZVPD) on a molecular structure, CH4BrNO.

HOMO energy (eV): -9.46
Kohn-Sham gap (eV): 9.12
LUMO energy (hartree): -0.012

CARTESIAN COORDINATES (ANGSTROEM)
C1 -0.934 0.454 0.293
N1 0.836 -0.497 -0.697
O1 -0.277 -0.787 0.103
Br1 2.383 0.223 0.358
H1 -1.320 0.656 -0.750
H2 -0.319 1.269 0.712
H3 -1.655 0.334 1.233
H4 1.285 -1.653 -1.252

***

Arrangement 2

ORCA calculation (ωB97M-V/def2-TZVPD) on 2 unconnected molecules or ions with the total composition CH4BrNO.

HOMO energy (spin up / spin down) (eV): -9.58 / -9.58
Kohn-Sham gap (spin up / spin down) (eV): 8.33 / 8.33
LUMO energy (spin up / spin down) (hartree): -0.046 / -0.046

CARTESIAN COORDINATES (ANGSTROEM)
C1 0.927 -0.530 0.072
N1 -1.210 1.172 -0.335
O1 0.726 0.762 0.329
Br1 -1.966 -0.368 -0.727
H1 1.258 -0.863 1.021
H2 1.572 -0.720 -0.737
H3 0.025 -1.054 -0.272
H4 -1.332 1.602 0.650

***

Arrangement 3

ORCA calculation (ωB97M-V/def2-TZVPD) on a molecular structure, CH4BrNO.

HOMO energy (spin up / spin down) (eV): -9.36 / -9.36
Kohn-Sham gap (spin up / spin down) (eV): 7.08 / 7.08
LUMO energy (spin up / spin down) (hartree): -0.084 / -0.084

CARTESIAN COORDINATES (ANGSTROEM)
C1 0.826 -0.087 0.865
N1 -1.410 -0.448 -1.493
O1 1.040 -0.705 -0.234
Br1 -1.651 0.952 -0.553
H1 -0.198 0.535 0.741
H2 1.492 0.766 1.113
H3 0.576 -0.702 1.753
H4 -0.675 -0.313 -2.192

***

Stability, lowest: arrangement 3

***

Arrangement 1

ORCA calculation (ωB97M-V/def2-TZVPD) on 2 unconnected molecules or ions with the total composition C3H8NO.

HOMO energy (eV): -2.62
Net charge: -1
Kohn-Sham gap (eV): 7.21
LUMO energy (hartree): 0.169

CARTESIAN COORDINATES (ANGSTROEM)
C1 0.386 -0.845 -1.542
O1 1.090 -0.378 -0.484
C2 -0.724 -1.821 -1.083
H1 1.032 -1.468 -2.222
H2 -0.076 -0.050 -2.176
H3 -1.367 -2.226 -1.889
H4 -1.416 -1.357 -0.362
H5 -0.232 -2.655 -0.560
C3 -0.602 1.275 1.353
N1 -0.043 2.174 2.092
H6 -1.686 1.386 1.350
H7 -0.053 0.584 0.689
H8 0.869 1.790 2.363

***

Arrangement 2

ORCA calculation (ωB97M-V/def2-TZVPD) on 2 unconnected molecules or ions with the total composition C3H8NO.

HOMO energy (eV): -2.04
Net charge: -1
Kohn-Sham gap (eV): 6.42
LUMO energy (hartree): 0.161

CARTESIAN COORDINATES (ANGSTROEM)
C1 1.921 1.379 -0.829
O1 0.827 1.635 0.000
H1 1.770 0.447 -1.398
H2 2.033 2.189 -1.557
H3 2.857 1.302 -0.250
C2 -2.143 -1.182 -0.307
C3 -1.160 -1.361 0.625
N1 0.098 -0.879 0.587
H4 -1.907 -0.613 -1.203
H5 -3.120 -1.616 -0.138
H6 -1.460 -1.950 1.501
H7 0.609 -1.217 1.398
H8 0.501 0.715 0.307

***

Arrangement 3

ORCA calculation (ωB97M-V/def2-TZVPD) on a gas-phase ion, C3H8NO (charge -1).

HOMO energy (eV): -2.33
Net charge: -1
Kohn-Sham gap (eV): 6.74
LUMO energy (hartree): 0.162

CARTESIAN COORDINATES (ANGSTROEM)
C1 0.174 -1.744 0.531
C2 -0.117 -0.250 0.495
N1 -1.480 0.084 0.027
C3 0.916 0.511 -0.365
O1 0.555 1.777 -0.631
H1 -0.593 -2.263 -0.043
H2 0.099 -2.250 1.503
H3 1.158 -1.954 0.111
H4 -0.077 0.132 1.505
H5 -1.794 -0.642 -0.608
H6 -1.309 0.931 -0.495
H7 1.019 -0.101 -1.306
H8 1.917 0.384 0.132

***

Arrangement 4

ORCA calculation (ωB97M-V/def2-TZVPD) on 2 unconnected molecules or ions with the total composition C3H8NO.

HOMO energy (eV): -2.43
Net charge: -1
Kohn-Sham gap (eV): 6.88
LUMO energy (hartree): 0.163

CARTESIAN COORDINATES (ANGSTROEM)
C1 1.977 -1.331 -0.389
O1 1.015 -0.940 -1.337
H1 2.393 -0.431 0.099
H2 2.804 -1.784 -0.970
H3 1.658 -2.128 0.295
C2 -1.999 1.686 -0.182
C3 -1.284 0.928 0.712
N1 -0.397 -0.041 0.499
H4 -1.851 1.638 -1.262
H5 -2.707 2.462 0.083
H6 -1.726 0.999 1.723
H7 -0.065 -0.460 1.353
H8 0.181 -0.598 -0.625

***

Stability, lowest: arrangement 1

***

Arrangement 1

ORCA calculation (ωB97M-V/def2-TZVPD) on 2 unconnected molecules or ions with the total composition C5H11O2.

Spin multiplicity: 2
HOMO energy (spin up / spin down) (eV): -11.36 / -10.72
Kohn-Sham gap (spin up / spin down) (eV): 12.15 / 7.53
LUMO energy (spin up / spin down) (hartree): 0.029 / -0.117
⟨S²⟩: 0.756

CARTESIAN COORDINATES (ANGSTROEM)
C1 2.319 1.328 -1.643
C2 2.383 0.332 -0.471
H1 3.121 1.199 -2.359
H2 1.353 1.100 -2.098
H3 2.261 2.367 -1.324
H4 1.536 0.584 0.166
H5 3.315 0.126 0.047
H6 2.175 -0.682 -0.845
C3 -2.393 -0.469 0.724
C4 -1.399 -0.193 1.863
C5 -1.891 -1.362 -0.386
O1 -2.523 -2.340 -0.744
O2 -0.837 -1.011 -1.041
H7 -3.275 -0.942 1.158
H8 -2.808 0.493 0.405
H9 -1.552 0.649 2.532
H10 -0.382 -0.125 1.478
H11 -1.403 -1.054 2.539

***

Arrangement 2

ORCA calculation (ωB97M-V/def2-TZVPD) on 2 unconnected molecules or ions with the total composition C5H11O2.

Spin multiplicity: 2
HOMO energy (spin up / spin down) (eV): -11.57 / -9.99
Kohn-Sham gap (spin up / spin down) (eV): 12.28 / 6.22
LUMO energy (spin up / spin down) (hartree): 0.026 / -0.139
⟨S²⟩: 0.757

CARTESIAN COORDINATES (ANGSTROEM)
C1 -0.171 -3.077 1.558
C2 -1.521 -2.386 1.324
H1 -0.195 -4.199 1.356
H2 0.633 -2.636 1.031
H3 0.039 -2.999 2.656
H4 -1.753 -1.929 0.296
H5 -1.661 -1.586 2.081
H6 -2.284 -3.143 1.424
C3 1.062 1.062 -0.132
C4 0.945 2.293 0.855
C5 0.085 0.984 -1.231
O1 0.583 1.353 -2.345
O2 -0.989 0.386 -0.933
H7 2.044 1.447 -0.598
H8 1.155 0.192 0.444
H9 0.155 3.002 0.594
H10 1.929 2.783 0.853
H11 0.789 1.897 1.845

***

Arrangement 3

ORCA calculation (ωB97M-V/def2-TZVPD) on 2 unconnected molecules or ions with the total composition C5H11O2.

Spin multiplicity: 2
HOMO energy (spin up / spin down) (eV): -10.65 / -10.59
Kohn-Sham gap (spin up / spin down) (eV): 11.45 / 7.41
LUMO energy (spin up / spin down) (hartree): 0.029 / -0.117
⟨S²⟩: 0.756

CARTESIAN COORDINATES (ANGSTROEM)
C1 0.346 -0.134 -3.137
C2 1.243 0.755 -2.328
H1 -0.760 -0.126 -2.671
H2 0.345 0.058 -4.122
H3 0.660 -1.180 -3.196
H4 2.287 0.665 -2.750
H5 1.220 0.125 -1.335
H6 0.879 1.761 -1.939
C3 -0.873 0.186 2.627
C4 0.258 0.308 1.711
C5 -1.824 -1.142 2.225
O1 -2.560 -1.089 1.266
O2 -1.386 -2.002 2.978
H7 -0.463 0.021 3.696
H8 -1.373 1.190 2.578
H9 -0.048 0.408 0.750
H10 0.803 -0.664 1.616
H11 1.247 0.859 2.030

***

Stability, lowest: arrangement 3